1.
{
  "formula": "C3H3CeO2",
  "method": "ωB97M-V/def2-TZVPD",
  "elements": ["C", "C", "H", "H", "H", "O", "C", "O", "Ce"],
  "xyz": [[-3.219175, 0.572572, -0.232331], [-3.817465, 1.626529, -0.814524], [-4.893382, 1.652491, -1.033886], [-3.901534, -0.260184, 0.000631], [-3.266818, 2.527195, -1.111549], [1.609185, 0.036397, 0.115027], [2.725361, -0.120506, -0.190810], [3.821556, -0.297442, -0.467361], [-0.848959, 0.399007, 0.488696]],
  "forces_ev_per_angstrom": [[1.5, -0.1, 0.3], [0.5, 0.2, 0.0], [0.4, 0.0, 0.2], [0.4, -0.1, 0.1], [-0.2, -0.2, 0.0], [-2.2, 0.4, 0.4], [3.6, -0.7, -0.8], [-1.4, 0.3, 0.3], [-2.7, 0.3, -0.5]],
  "largest_force_ev_per_a": 3.78,
  "multiplicity": 2,
  "s2": 0.78,
  "relative_energy_kj_mol": 117.8,
  "homo_ev": [-17.81, -17.81],
  "e_tot_ha": -740.9646,
  "total_charge": 2
}


2.
{
  "formula": "C8H16CeCl2N2S",
  "method": "ωB97M-V/def2-TZVPD",
  "elements": ["Ce", "Cl", "Cl", "C", "H", "H", "C", "C", "H", "C", "H", "C", "H", "H", "C", "H", "H", "C", "H", "H", "H", "H", "N", "C", "N", "S", "H", "H", "H", "H"],
  "xyz": [[-1.010073, -1.191386, 1.079180], [-3.399881, -1.701433, 0.353685], [0.613453, -3.180217, 1.460464], [-1.545898, -1.096325, 3.122085], [-1.212023, -0.363004, 3.873725], [-2.242797, -1.893086, 3.450627], [0.747059, -0.409279, -1.304421], [-0.146646, -1.283524, -1.674610], [1.584031, -0.692787, -0.648698], [-1.251121, -0.999916, -2.673127], [-0.095127, -2.330968, -1.327065], [-1.107715, 0.377039, -3.345245], [-1.264100, -1.772014, -3.456605], [-2.234560, -1.072038, -2.181192], [-0.559227, 1.454751, -2.410401], [-0.413096, 0.268145, -4.186470], [-2.068080, 0.692232, -3.768104], [0.770322, 1.025047, -1.767694], [-0.408462, 2.379845, -2.979075], [-1.287825, 1.679402, -1.622128], [1.566497, 1.170734, -2.517065], [1.009306, 1.685333, -0.923131], [2.062850, 1.999714, 3.177235], [1.383333, 0.947971, 2.656201], [1.919733, -0.264814, 2.867629], [-0.021007, 1.267893, 1.726561], [2.742025, 1.868603, 3.920088], [1.633594, 2.912164, 3.090930], [1.470655, -1.140464, 2.578321], [2.764782, -0.337616, 3.428299]],
  "forces_ev_per_angstrom": [[-0.9, -0.6, 0.0], [-1.7, -0.4, -1.0], [1.4, -1.2, -0.1], [0.2, 0.7, 1.2], [-0.4, -0.3, 0.4], [0.2, 0.3, 0.2], [1.9, 1.3, 0.2], [-1.1, -1.7, -1.4], [-0.5, -0.1, -0.1], [-0.3, 0.4, 0.1], [0.1, 0.6, -0.1], [0.2, -0.2, -0.1], [0.1, 0.0, 0.3], [0.3, -0.1, 0.1], [0.0, -0.1, 0.2], [0.0, 0.1, 0.0], [0.1, -0.1, 0.1], [-0.2, 0.3, -0.4], [-0.1, 0.0, 0.1], [0.0, -0.1, 0.0], [0.0, -0.2, 0.2], [0.0, -0.2, -0.2], [0.2, 0.3, 0.3], [-0.5, -0.3, -0.6], [0.2, 0.3, 0.1], [1.5, 1.3, 0.9], [-0.3, 0.0, -0.3], [0.1, -0.4, 0.0], [-0.1, 0.2, 0.2], [-0.4, -0.1, -0.3]],
  "largest_force_ev_per_a": 2.44,
  "multiplicity": 2,
  "s2": 0.75,
  "relative_energy_kj_mol": 0.0,
  "homo_ev": [-1.56, -1.56],
  "e_tot_ha": -2217.6830,
  "total_charge": -1
}


3.
{
  "formula": "C2H3NO2",
  "method": "ωB97M-V/def2-TZVPD",
  "elements": ["C", "C", "N", "O", "O", "H", "H", "H"],
  "xyz": [[-0.914023, -0.374645, 0.595022], [1.643936, -0.510589, -0.760353], [-0.000501, 0.376494, 0.169202], [-0.305392, 1.707012, -0.194011], [1.651322, -1.645761, -0.609538], [-2.062377, -0.212190, 0.770500], [-0.518507, -1.449764, 0.723591], [0.505542, 2.109443, -0.694412]],
  "forces_ev_per_angstrom": [[-1.5, -1.6, 0.3], [1.8, -1.0, -1.1], [-0.9, 1.7, 0.0], [1.2, 0.0, -0.5], [-0.4, 0.8, 0.2], [2.4, 0.2, -0.5], [-0.7, 1.7, 0.1], [-1.7, -1.7, 1.5]],
  "largest_force_ev_per_a": 2.85,
  "relative_energy_kj_mol": 347.4,
  "homo_ev": -9.72,
  "e_tot_ha": -283.1257,
  "total_charge": 0
}